The following is a DFT calculation (ωB97M-V/def2-TZVPD) of a cluster of 2 separate species, C30H37NO5 in total.

Last column: Mulliken charge in e.
Geometry (Å):
C: 2.642 -3.807 -1.626  -1.15
C: 1.160 -3.667 -1.413  -0.26
O: 0.864 -2.246 -1.373  -0.32
C: -0.346 -1.909 -0.868  0.10
C: -0.747 -0.465 -0.907  2.12
C: -2.177 -0.285 -1.383  -0.41
C: -2.670 -1.069 -2.666  -0.84
C: -4.168 -0.863 -2.941  -0.80
C: -5.067 -1.110 -1.733  -0.73
C: -4.558 -0.372 -0.500  -0.83
C: -3.090 -0.681 -0.233  -0.03
C: 0.150 0.539 -1.536  -0.81
O: -0.276 1.592 -2.011  -0.70
O: 1.461 0.240 -1.577  -0.14
C: 2.286 1.372 -1.989  -0.14
C: 3.690 0.854 -2.096  -1.26
O: -1.128 -2.745 -0.422  -0.65
H: 2.920 -4.866 -1.605  0.41
H: 2.933 -3.427 -2.613  0.34
H: 3.217 -3.284 -0.855  0.13
H: 0.587 -4.121 -2.234  0.37
H: 0.853 -4.125 -0.468  0.31
H: -2.271 0.784 -1.624  1.03
H: -2.076 -0.767 -3.542  0.34
H: -2.482 -2.138 -2.493  0.29
H: -4.333 0.162 -3.288  0.37
H: -4.496 -1.507 -3.763  0.41
H: -6.093 -0.797 -1.947  0.37
H: -5.109 -2.183 -1.517  0.35
H: -4.665 0.717 -0.651  0.35
H: -5.125 -0.631 0.401  0.36
H: -2.914 -1.755 -0.092  0.32
H: -2.726 -0.156 0.654  -0.56
H: 1.920 1.776 -2.948  0.47
H: 2.203 2.159 -1.221  0.15
H: 4.374 1.695 -2.247  0.42
H: 3.986 0.291 -1.206  0.16
H: 3.778 0.202 -2.971  0.34
C: -2.709 5.995 1.570  -0.78
O: -3.014 4.799 2.330  -0.46
C: -2.259 3.686 2.098  0.71
C: -1.170 3.675 1.190  -1.25
C: -0.515 2.467 0.953  -0.16
C: -0.964 1.259 1.491  0.23
C: -0.246 0.004 1.096  -1.15
C: 1.144 -0.057 1.362  0.85
C: 1.914 -1.291 1.557  0.70
C: 1.565 -2.613 1.752  -0.10
C: 2.589 -3.549 1.985  -0.80
C: 3.937 -3.159 2.020  -0.77
C: 4.295 -1.814 1.915  -1.01
C: 3.269 -0.909 1.734  -0.15
N: 3.322 0.484 1.694  0.31
C: 4.546 1.267 1.886  -0.96
C: 2.075 0.996 1.546  -0.83
C: -2.006 1.312 2.464  -0.08
C: -2.647 2.499 2.745  -1.05
H: -3.433 6.732 1.918  0.24
H: -1.683 6.339 1.771  0.29
H: -2.819 5.824 0.488  0.33
H: -0.850 4.566 0.656  0.40
H: 0.369 2.482 0.307  0.11
H: -0.797 -0.942 1.133  1.39
H: 0.508 -2.903 1.734  0.46
H: 2.321 -4.608 2.106  0.38
H: 4.702 -3.913 2.183  0.39
H: 5.332 -1.463 1.936  0.23
H: 5.400 0.588 1.961  0.29
H: 4.691 1.954 1.042  0.34
H: 4.500 1.862 2.808  0.31
H: 1.910 2.066 1.629  0.85
H: -2.303 0.400 2.994  0.43
H: -3.480 2.559 3.455  0.41

Values from the calculation:
E_LUMO in eV: 0.141
Frontier orbital gap in eV: 7.6

---

The following is a DFT calculation (ωB97M-V/def2-TZVPD) of a structure of composition C2H4FP.

Last column: Mulliken charge in e.
Geometry (Å):
C: 0.384 0.022 -0.027  0.47
C: -1.006 -0.269 0.005  -0.88
F: 0.456 1.739 -0.376  -0.45
P: 1.897 -0.701 0.278  -0.09
H: -1.339 -0.640 -0.963  0.27
H: -1.712 0.436 0.218  0.35
H: -1.122 -1.105 0.725  0.28
H: 2.442 0.518 0.140  0.05

Values from the calculation:
E_LUMO in eV: -0.231
Frontier orbital gap in eV: 9.5

---

The following is a DFT calculation (ωB97M-V/def2-TZVPD) of a cluster of 8 separate species, H16O8 in total.

Last column: Mulliken charge in e.
Geometry (Å):
O: -0.562 0.107 -0.230  -0.64
H: 0.324 0.458 -0.143  0.32
H: -0.664 -0.477 0.521  0.30
O: 1.704 3.428 0.064  -0.65
H: 1.122 3.154 0.773  0.14
H: 1.631 4.382 0.049  0.54
O: 0.137 -2.734 0.250  -0.74
H: 0.147 -2.270 -0.587  0.26
H: -0.262 -3.581 0.051  0.38
O: -1.935 -0.007 -2.813  -0.83
H: -1.556 0.094 -1.939  0.36
H: -1.828 -0.937 -3.014  0.33
O: 1.598 -1.620 -1.931  -0.78
H: 2.478 -1.974 -2.054  0.31
H: 1.740 -0.721 -1.635  0.39
O: 2.105 0.789 -0.653  -1.45
H: 1.920 1.726 -0.716  0.58
H: 3.058 0.737 -0.578  0.39
O: -1.620 1.361 3.042  -0.79
H: -1.519 1.829 2.214  0.37
H: -1.619 0.436 2.796  0.42
O: -1.976 -1.041 2.119  -0.87
H: -2.349 -1.633 1.465  0.32
H: -2.073 -1.508 2.949  0.35

Values from the calculation:
2S+1: 2
E_LUMO (spin up / spin down) in eV: 2.720 / 2.585
Total charge: -1
<S²>: 0.7504
Frontier orbital gap (spin up / spin down) in eV: 2.2 / 10.3

---

The following is a DFT calculation (ωB97M-V/def2-TZVPD) of a structure of composition C18H28ClHgN3O3Ta.

Last column: Mulliken charge in e.
Geometry (Å):
N: 0.879 -0.644 -2.273  -0.37
C: 0.431 -0.338 -3.521  0.71
O: -0.592 -0.771 -4.067  -0.29
Hg: 2.004 -1.911 -3.951  0.57
Ta: 0.645 -0.163 -0.410  0.35
N: 1.542 1.659 -0.253  0.57
N: 1.460 -1.375 0.991  0.26
C: 1.920 2.571 -1.369  0.93
C: 0.929 -2.684 1.459  1.67
C: 3.034 1.908 -2.193  -1.27
C: 2.472 3.934 -0.894  -1.81
C: 0.701 2.833 -2.266  -0.99
C: 2.026 -3.637 1.932  -1.99
C: -0.063 -2.566 2.640  -1.27
C: 0.190 -3.300 0.280  -1.75
H: 3.920 1.739 -1.570  0.35
H: 3.284 2.534 -3.052  0.49
H: 2.673 0.938 -2.568  0.15
H: 1.679 4.514 -0.348  0.44
H: 2.735 4.545 -1.798  0.41
H: 3.332 3.837 -0.277  0.47
H: 0.377 1.920 -2.746  -0.04
H: 0.975 3.567 -3.037  0.52
H: -0.129 3.229 -1.638  0.29
H: 2.866 -3.693 1.266  0.45
H: 1.582 -4.606 2.050  0.51
H: 2.395 -3.369 2.973  0.45
H: 0.426 -2.256 3.587  0.43
H: -0.465 -3.587 2.810  0.43
H: -0.904 -1.901 2.402  0.20
H: -0.782 -2.784 0.138  0.32
H: -0.028 -4.353 0.519  0.53
H: 0.792 -3.249 -0.626  0.31
C: 2.456 -0.787 1.950  -1.01
H: 2.941 0.097 1.550  0.33
H: 2.064 -0.565 2.945  0.40
H: 3.240 -1.562 2.103  0.38
C: 1.561 2.295 1.085  -1.09
H: 1.089 3.283 1.133  0.34
H: 1.043 1.663 1.796  0.34
H: 2.592 2.409 1.478  0.44
Cl: -7.777 -0.022 0.563  -0.13
C: -6.095 0.015 0.327  0.42
C: -5.535 0.905 -0.594  -0.75
C: -4.164 0.943 -0.755  -0.35
C: -3.363 0.079 0.066  0.23
C: -3.944 -0.873 0.876  -0.05
C: -5.291 -0.924 1.042  -0.77
C: -1.886 0.169 -0.062  0.93
O: -1.259 0.721 -1.063  -0.56
O: -1.088 -0.337 0.820  -0.52
H: -6.176 1.564 -1.153  0.44
H: -3.686 1.638 -1.459  0.43
H: -3.259 -1.599 1.433  0.16
H: -5.765 -1.655 1.725  0.41

Values from the calculation:
2S+1: 2
E_LUMO (spin up / spin down) in eV: -9.481 / -10.623
Total charge: +2
<S²>: 0.8625
Frontier orbital gap (spin up / spin down) in eV: 4.7 / 3.5